1.
115
Properties=species:S:1:pos:R:3 method="wB97M-V/def2-TZVPD" homo_lumo_gap_ev=10.0 lumo_energy_ev=-0.5 fmax_ev_per_a=1.61
O 2.09 4.47 1.20
B 2.36 3.16 0.98
O 1.64 2.20 1.68
B 1.53 1.00 1.04
Br 0.29 -0.37 1.63
O 2.23 0.68 -0.08
B 2.72 1.81 -0.73
C 2.52 1.88 -2.27
C 1.41 2.83 -2.68
F 0.20 2.28 -2.28
O 3.33 2.77 0.08
H 1.16 4.48 1.48
H 2.24 0.89 -2.61
H 3.47 2.14 -2.74
H 1.50 3.83 -2.25
H 1.41 2.88 -3.76
O 0.64 -3.92 1.50
H 0.34 -3.03 1.29
H 0.01 -4.48 1.02
O 0.91 -2.60 -1.13
H 1.54 -2.47 -0.41
H 1.43 -3.04 -1.81
O 6.09 2.09 0.49
H 5.12 2.09 0.52
H 6.35 2.65 1.23
O -0.89 -1.89 4.22
H -0.29 -1.76 4.96
H -0.36 -2.34 3.56
O -1.09 -0.17 -2.66
H -0.52 -0.24 -1.88
H -1.62 0.62 -2.49
O -2.19 -4.80 1.76
H -3.15 -4.76 1.82
H -1.89 -4.27 2.51
O -3.54 -2.76 2.85
H -4.11 -2.15 2.38
H -2.86 -2.19 3.24
O 4.65 5.76 0.29
H 5.13 5.79 1.12
H 3.80 5.37 0.51
O 0.94 2.13 -6.06
H 0.39 1.38 -6.31
H 0.87 2.74 -6.81
O -0.01 -0.55 -5.39
H 0.41 -0.54 -4.52
H -0.87 -0.95 -5.22
O -6.03 -2.15 5.14
H -5.35 -2.05 5.82
H -5.57 -2.61 4.43
O -1.50 3.54 -6.90
H -2.45 3.51 -6.78
H -1.18 4.11 -6.20
O -4.44 -3.57 7.22
H -5.18 -4.10 6.91
H -3.90 -4.19 7.74
O 1.27 1.95 -9.26
H 1.86 1.22 -9.05
H 0.46 1.52 -9.56
O 8.41 2.97 -1.01
H 7.70 2.65 -0.43
H 7.96 3.59 -1.60
O 0.23 -1.91 6.89
H 0.67 -1.90 7.75
H -0.63 -2.31 7.05
O -0.63 -3.10 -4.13
H 0.13 -2.78 -4.63
H -0.30 -3.19 -3.23
O -3.06 1.97 -4.59
H -2.52 1.21 -4.35
H -3.84 1.58 -5.01
O -2.64 -5.67 8.00
H -1.97 -5.55 8.69
H -2.18 -6.12 7.29
O -3.99 0.53 5.24
H -3.51 0.50 6.08
H -4.86 0.16 5.45
O -3.16 1.47 7.97
H -3.42 2.33 7.63
H -3.79 1.30 8.69
O -6.63 -0.58 7.60
H -6.11 -1.36 7.81
H -7.45 -0.93 7.23
O -8.04 -1.35 2.97
H -7.43 -1.44 3.71
H -8.54 -0.54 3.16
O -1.76 1.42 10.55
H -1.99 1.71 9.66
H -0.82 1.22 10.52
O -5.09 -3.98 0.90
H -5.35 -3.13 0.54
H -5.72 -4.14 1.61
O 2.29 -1.87 4.02
H 2.02 -1.02 3.64
H 1.65 -2.04 4.72
O 10.88 3.24 -2.74
H 10.62 4.08 -3.14
H 10.23 3.09 -2.04
O -3.37 -0.29 -6.50
H -3.57 -1.07 -7.04
H -2.84 0.27 -7.08
O -5.64 1.39 -6.37
H -5.09 0.62 -6.13
H -6.42 0.99 -6.78
O 11.70 1.15 -4.98
H 10.74 1.16 -4.94
H 11.96 1.71 -4.24
O -4.91 4.62 -4.34
H -4.37 3.86 -4.09
H -5.69 4.23 -4.76
O -0.81 -5.94 -3.09
H -1.08 -5.10 -3.48
H -1.47 -6.11 -2.41
O 13.70 0.59 -7.10
H 13.44 1.42 -7.50
H 13.05 0.45 -6.40

***

2.
165
Properties=species:S:1:pos:R:3 method="wB97M-V/def2-TZVPD" e_above_lowest_kcal_mol=0.0 s_squared=0.75 homo_lumo_gap_ev="9.3 / 2.5" spin_multiplicity=2 charge=+1 lumo_energy_ev="-2.7 / -9.5" fmax_ev_per_a=6.07
O 0.38 -32.68 4.62
S 1.04 -32.17 3.40
O 0.38 -32.32 2.13
O 1.33 -30.54 3.61
C 0.70 -29.78 4.68
C -0.62 -29.19 4.19
C 2.87 -32.58 3.25
H 1.43 -29.04 5.02
H 0.63 -30.35 5.61
H -0.49 -28.43 3.42
H -1.20 -28.80 5.02
H -1.19 -29.99 3.71
H 3.15 -32.10 2.31
H 3.07 -33.64 3.37
H 3.36 -32.00 4.02
O 7.27 -37.31 -5.01
S 7.00 -37.40 -3.56
O 6.73 -36.23 -2.75
O 5.74 -38.47 -3.29
C 5.36 -39.38 -4.30
C 4.14 -40.16 -3.91
C 8.39 -38.25 -2.61
H 6.20 -40.00 -4.59
H 5.02 -38.85 -5.20
H 3.48 -39.61 -3.25
H 4.35 -41.11 -3.42
H 3.67 -40.36 -4.87
H 8.71 -39.11 -3.21
H 7.96 -38.46 -1.63
H 9.26 -37.59 -2.60
O 3.19 -34.53 -2.65
S 2.78 -33.13 -2.44
O 3.24 -32.06 -3.40
O 1.12 -33.02 -2.37
C 0.41 -33.78 -1.49
C -0.92 -33.03 -1.32
C 3.14 -32.60 -0.69
H 0.96 -33.85 -0.55
H 0.28 -34.80 -1.84
H -0.89 -32.00 -0.98
H -1.51 -33.63 -0.62
H -1.43 -32.90 -2.28
H 3.99 -31.92 -0.82
H 3.43 -33.48 -0.12
H 2.34 -32.03 -0.22
O 5.79 -31.23 6.89
S 5.84 -29.92 6.18
O 4.64 -29.25 5.65
O 6.69 -28.77 7.11
C 6.49 -27.40 6.81
C 7.61 -26.76 7.59
C 6.99 -30.12 4.77
H 5.54 -27.01 7.19
H 6.60 -27.28 5.73
H 7.75 -25.75 7.20
H 8.58 -27.20 7.34
H 7.46 -26.79 8.67
H 6.60 -30.89 4.10
H 7.98 -30.38 5.15
H 6.98 -29.15 4.28
O 10.61 -35.37 7.32
S 9.21 -35.56 6.99
O 8.80 -36.42 5.89
O 8.31 -36.03 8.37
C 8.69 -35.46 9.60
C 7.54 -35.22 10.52
C 8.36 -33.89 6.70
H 9.47 -34.70 9.54
H 9.25 -36.24 10.12
H 6.90 -36.05 10.81
H 6.87 -34.48 10.08
H 7.78 -34.78 11.49
H 7.52 -34.16 6.07
H 9.06 -33.31 6.10
H 8.10 -33.31 7.59
O 2.55 -35.70 -9.03
S 3.90 -35.94 -8.53
O 5.08 -35.63 -9.32
O 4.12 -35.12 -7.07
C 5.40 -35.29 -6.47
C 5.37 -34.73 -5.11
C 3.93 -37.71 -7.94
H 6.23 -34.76 -6.92
H 5.71 -36.33 -6.39
H 6.39 -34.78 -4.73
H 4.63 -35.20 -4.48
H 5.03 -33.69 -5.18
H 3.19 -37.88 -7.16
H 4.98 -37.96 -7.73
H 3.61 -38.30 -8.80
O 12.67 -33.26 -4.09
S 11.24 -33.10 -4.51
O 10.86 -31.98 -5.31
O 10.81 -34.49 -5.30
C 9.74 -34.51 -6.20
C 9.59 -35.93 -6.68
C 10.11 -33.21 -3.02
H 9.98 -33.77 -6.96
H 8.81 -34.13 -5.76
H 8.90 -35.93 -7.52
H 9.22 -36.62 -5.92
H 10.52 -36.41 -6.99
H 9.08 -33.45 -3.31
H 10.09 -32.20 -2.61
H 10.48 -33.96 -2.32
O 5.48 -37.94 2.75
S 5.72 -38.23 1.34
O 7.09 -38.20 0.87
O 5.05 -39.70 1.03
C 5.18 -40.26 -0.30
C 4.23 -41.38 -0.41
C 4.64 -37.14 0.37
H 6.22 -40.52 -0.43
H 4.92 -39.46 -0.99
H 4.17 -41.82 -1.41
H 3.26 -40.88 -0.49
H 4.21 -42.18 0.32
H 4.99 -37.13 -0.66
H 4.69 -36.17 0.85
H 3.64 -37.58 0.35
O 7.65 -33.06 3.48
S 7.21 -34.15 2.59
O 5.78 -34.50 2.45
O 7.83 -33.72 1.09
C 7.56 -34.40 -0.04
C 6.85 -33.41 -0.99
C 8.17 -35.66 2.90
H 7.09 -35.34 0.21
H 8.53 -34.70 -0.43
H 6.69 -33.99 -1.90
H 7.53 -32.59 -1.22
H 5.89 -33.01 -0.65
H 9.15 -35.51 3.36
H 8.21 -36.17 1.93
H 7.66 -36.34 3.59
O 5.34 -36.25 6.99
S 3.96 -35.80 6.82
O 2.87 -36.32 7.61
O 3.91 -34.13 6.99
C 2.61 -33.49 7.09
C 2.83 -32.00 7.30
C 3.51 -35.89 4.98
H 2.05 -33.88 7.94
H 2.04 -33.60 6.17
H 3.40 -31.73 8.19
H 1.92 -31.42 7.45
H 3.52 -31.69 6.51
H 4.27 -35.35 4.41
H 2.48 -35.55 4.87
H 3.65 -36.94 4.72
O 11.73 -32.84 3.79
S 11.24 -31.42 3.73
O 10.50 -30.74 4.80
O 12.40 -30.43 3.17
C 12.08 -29.07 3.00
C 13.15 -28.26 3.80
C 10.18 -31.45 2.23
H 11.11 -28.82 3.43
H 12.16 -28.76 1.96
H 13.06 -28.40 4.87
H 13.09 -27.19 3.59
H 14.18 -28.58 3.59
H 9.62 -30.52 2.25
H 9.53 -32.33 2.22
H 10.84 -31.50 1.37

***

3.
12
Properties=species:S:1:pos:R:3 method="wB97M-V/def2-TZVPD" e_above_lowest_kcal_mol=80.6 homo_lumo_gap_ev=7.9 lumo_energy_ev=-1.2 smiles="O=CC(=S)N1CC1" fmax_ev_per_a=4.23
C -1.50 -0.56 0.52
C -0.23 -0.27 -0.23
C 1.66 1.11 -0.06
C 1.02 1.27 1.33
H -2.44 -0.84 -0.17
H 2.73 1.03 -0.22
H 1.10 1.65 -0.92
H 0.03 1.91 1.83
H 1.70 1.00 2.22
N 0.80 0.14 0.50
O -1.58 -0.42 1.76
S -0.11 -0.73 -1.85

***

4.
66
Properties=species:S:1:pos:R:3 method="wB97M-V/def2-TZVPD" s_squared=0.76 homo_lumo_gap_ev="3.8 / 2.7" spin_multiplicity=2 charge=+2 lumo_energy_ev="-9.8 / -10.9" fmax_ev_per_a=6.36
Ag -14.25 1.36 -15.38
Ag -11.12 0.51 -14.69
C -12.76 2.91 -12.78
O -12.66 2.53 -14.06
H -11.81 3.06 -12.28
H -13.34 3.84 -12.80
H -13.21 2.19 -12.09
C -14.17 6.83 -12.50
C -13.60 7.48 -11.15
C -13.22 6.36 -10.13
O -14.35 5.59 -9.76
C -13.99 4.55 -8.80
N -12.41 8.37 -11.34
H -14.38 7.65 -13.18
H -15.13 6.37 -12.24
H -13.54 6.11 -13.01
H -14.39 8.08 -10.71
H -12.70 6.76 -9.26
H -12.52 5.70 -10.63
H -14.94 4.26 -8.35
H -13.36 4.85 -7.96
H -13.47 3.72 -9.26
H -11.83 7.77 -11.92
H -12.61 9.09 -12.02
C -17.81 3.74 -14.83
C -16.67 2.76 -14.83
C -16.98 1.35 -14.16
O -15.77 0.53 -13.89
C -15.96 -0.63 -13.04
N -16.32 2.43 -16.22
H -17.72 4.66 -15.42
H -18.04 3.95 -13.79
H -18.69 3.34 -15.33
H -15.79 3.19 -14.36
H -17.60 0.86 -14.91
H -17.57 1.55 -13.26
H -16.78 -1.27 -13.35
H -16.29 -0.21 -12.09
H -15.07 -1.25 -12.96
H -15.93 3.27 -16.62
H -17.12 2.16 -16.78
C -11.67 7.61 -17.33
C -10.28 7.03 -16.66
C -10.44 6.01 -15.50
O -9.34 5.98 -14.51
C -9.77 5.40 -13.31
N -9.54 6.35 -17.68
H -12.10 6.84 -17.97
H -11.36 8.39 -18.03
H -12.40 7.94 -16.60
H -9.55 7.79 -16.38
H -10.60 4.99 -15.87
H -11.41 6.20 -15.04
H -10.76 5.72 -13.01
H -9.05 5.76 -12.58
H -9.66 4.31 -13.24
H -9.80 6.86 -18.51
H -8.56 6.58 -17.57
C -13.19 3.63 -17.36
O -13.98 3.69 -18.35
N -13.18 4.61 -16.49
N -12.36 2.68 -16.97
H -13.64 5.46 -16.79
H -12.70 4.43 -15.62
H -12.03 2.64 -16.02
H -12.45 1.80 -17.47

***

5.
56
Properties=species:S:1:pos:R:3 method="wB97M-V/def2-TZVPD" e_above_lowest_kcal_mol=0.0 s_squared=0.75 homo_lumo_gap_ev="8.4 / 8.7" spin_multiplicity=2 charge=+3 lumo_energy_ev="-9.0 / -8.8" fmax_ev_per_a=1.55
Ti -0.16 0.41 -0.41
O 2.14 3.31 3.33
C 1.53 2.38 2.64
O 1.81 1.21 2.59
C 0.35 2.98 1.88
O -0.48 1.95 1.35
C -1.36 1.39 2.36
C -1.73 -0.01 1.92
O -2.09 -0.86 2.69
O -1.55 -0.22 0.62
H 2.90 2.94 3.82
H -0.22 3.65 2.52
H 0.74 3.56 1.04
H -2.25 2.01 2.47
H -0.85 1.32 3.32
N -1.42 -3.60 2.38
C -0.39 -3.51 1.26
C 0.66 -2.48 1.67
C 1.61 -2.10 0.52
N 1.60 -0.60 0.34
C 1.27 -2.81 -0.79
C -0.20 -2.75 -1.18
N -0.56 -1.36 -1.64
C -1.14 -3.19 -0.03
H -0.99 -3.88 3.27
H -2.15 -4.28 2.17
H -1.86 -2.67 2.51
H 0.07 -4.50 1.20
H 1.23 -2.85 2.52
H 0.14 -1.58 2.02
H 2.62 -2.39 0.80
H 2.40 -0.37 -0.25
H 1.82 -0.16 1.24
H 1.56 -3.86 -0.70
H 1.89 -2.41 -1.60
H -0.36 -3.41 -2.02
H -1.55 -1.35 -1.87
H -0.09 -1.21 -2.53
H -1.70 -4.07 -0.35
H -1.87 -2.40 0.17
N -1.43 3.67 -2.58
C -2.61 3.61 -1.87
C -2.55 2.48 -1.13
N -1.36 1.83 -1.39
C -0.71 2.59 -2.27
C 0.59 2.11 -2.71
N 1.12 1.08 -2.04
C 2.28 0.75 -2.72
C 2.44 1.58 -3.77
N 1.36 2.44 -3.75
H -1.18 4.41 -3.22
H -3.37 4.37 -1.96
H -3.28 2.07 -0.46
H 2.94 -0.05 -2.41
H 3.21 1.65 -4.53
H 1.19 3.17 -4.42

***

6.
78
Properties=species:S:1:pos:R:3 method="wB97M-V/def2-TZVPD" e_above_lowest_kcal_mol=10.4 homo_lumo_gap_ev="5.3 / 6.0" charge=+2 lumo_energy_ev="-8.4 / -7.8" fmax_ev_per_a=1.00
Ir 0.77 -0.28 1.60
C -1.62 4.53 0.23
C -0.40 4.06 -0.24
C 0.25 3.03 0.43
C -0.32 2.50 1.58
C -1.54 2.98 2.06
C -2.19 3.98 1.37
N 0.32 1.43 2.23
C 0.56 1.59 3.62
C 0.49 2.81 4.30
C 0.77 2.83 5.66
C 1.11 1.68 6.35
C 1.23 0.46 5.69
C 0.96 0.44 4.34
N 1.08 -0.67 3.50
N 1.35 -1.81 3.94
C 1.44 -2.74 2.93
C 1.76 -4.05 3.24
C 1.89 -4.96 2.20
C 1.69 -4.52 0.90
C 1.35 -3.21 0.66
N 1.22 -2.30 1.64
H -2.13 5.32 -0.31
H 0.05 4.49 -1.13
H 1.21 2.66 0.09
H -1.99 2.53 2.94
H -3.15 4.34 1.72
H 0.25 3.72 3.77
H 0.72 3.78 6.19
H 1.31 1.73 7.41
H 1.52 -0.44 6.21
H 1.92 -4.32 4.27
H 2.15 -5.98 2.41
H 1.80 -5.19 0.06
H 1.21 -2.85 -0.35
C -2.54 1.17 -3.01
C -1.20 1.85 -3.10
C -1.04 2.89 -4.02
C 0.16 3.55 -4.18
C 1.27 3.17 -3.43
C 1.14 2.14 -2.52
C -0.09 1.50 -2.34
Sb 0.06 -0.14 -0.99
C 1.17 -1.38 -2.32
C 0.50 -1.89 -3.42
C 1.17 -2.63 -4.38
C 2.53 -2.84 -4.25
C 3.22 -2.28 -3.18
C 2.56 -1.53 -2.21
C 3.39 -0.86 -1.14
C -1.89 -0.86 -0.50
C -2.57 0.12 0.23
C -3.80 -0.13 0.80
C -4.37 -1.39 0.65
C -3.69 -2.37 -0.07
C -2.46 -2.13 -0.66
C -1.83 -3.23 -1.48
H -3.17 1.49 -3.84
H -3.05 1.42 -2.08
H -2.46 0.09 -3.06
H -1.89 3.18 -4.62
H 0.25 4.35 -4.91
H 2.22 3.66 -3.57
H 2.01 1.84 -1.95
H -0.56 -1.71 -3.54
H 0.63 -3.03 -5.23
H 3.07 -3.41 -4.99
H 4.29 -2.41 -3.11
H 4.42 -1.22 -1.18
H 3.02 -1.04 -0.13
H 3.42 0.22 -1.29
H -2.14 1.11 0.34
H -4.32 0.65 1.34
H -5.33 -1.61 1.09
H -4.15 -3.34 -0.19
H -2.40 -4.15 -1.37
H -0.81 -3.43 -1.18
H -1.82 -2.98 -2.54

***

7.
8
Properties=species:S:1:pos:R:3 method="wB97M-V/def2-TZVPD" e_above_lowest_kcal_mol=79.0 homo_lumo_gap_ev=10.1 lumo_energy_ev=0.1 smiles="O=CN=C=NO" fmax_ev_per_a=0.76
O -1.03 0.61 -2.28
C -0.32 0.27 -0.18
N -0.72 1.10 -1.00
O 1.67 0.04 2.13
C 1.06 -0.79 1.51
N -0.07 -0.50 0.73
H -1.81 1.14 -2.49
H 1.24 -1.87 1.58

***

Copy entry 7 word for word.
8
Properties=species:S:1:pos:R:3 method="wB97M-V/def2-TZVPD" e_above_lowest_kcal_mol=79.0 homo_lumo_gap_ev=10.1 lumo_energy_ev=0.1 smiles="O=CN=C=NO" fmax_ev_per_a=0.76
O -1.03 0.61 -2.28
C -0.32 0.27 -0.18
N -0.72 1.10 -1.00
O 1.67 0.04 2.13
C 1.06 -0.79 1.51
N -0.07 -0.50 0.73
H -1.81 1.14 -2.49
H 1.24 -1.87 1.58